This record from OMol25 describes a cluster of 13 separate species, C86H192N10O16 in total at a distorted geometry. The level of theory is ωB97M-V with the def2-TZVPD basis set.

XYZ file:
```
304
Properties=species:S:1:pos:R:3:forces:R:3:lowdin_charge:R:1
C 19.60883 -18.77058 -10.86831 1.9 -1.0 0.5 -0.07
C 19.85611 -17.92974 -12.07556 0.4 0.2 -1.3 -0.43
C 19.84108 -16.45318 -11.71153 0.5 -1.2 0.8 -0.19
O 20.99604 -16.23713 -10.89812 -0.2 -0.1 -0.9 -0.21
C 20.98779 -15.04679 -10.14737 -0.8 -1.3 0.9 -0.08
N 21.12179 -18.26233 -12.77678 1.2 0.5 1.6 0.05
H 19.90951 -19.83699 -10.96993 0.0 0.8 -0.4 0.08
H 18.61975 -18.82033 -10.48072 -1.0 0.5 0.1 0.06
H 20.27394 -18.33423 -10.10814 -0.3 -0.4 0.2 0.07
H 19.10477 -18.07442 -12.84381 -0.5 -0.1 -0.1 0.13
H 18.89496 -16.31453 -11.20609 -0.2 0.6 0.6 0.12
H 19.86615 -15.85282 -12.59475 0.1 0.7 -0.7 0.12
H 20.14826 -14.45438 -10.44954 -0.4 0.7 0.1 0.08
H 21.89294 -14.49505 -10.22832 0.9 0.4 -0.3 0.08
H 20.86835 -15.39375 -9.11332 -0.1 0.6 0.2 0.08
H 21.17674 -17.56032 -13.50012 0.1 0.0 -0.6 0.06
H 21.91865 -17.94388 -12.14414 -1.3 -0.7 -0.8 0.08
C 15.43032 -20.78134 -1.19818 0.4 -0.6 -0.4 -0.05
C 14.83520 -20.62268 -2.59251 1.9 0.1 0.1 -0.41
C 14.51053 -19.21323 -2.94438 0.0 1.4 0.5 -0.24
O 13.92984 -19.24353 -4.21900 -0.8 0.2 -0.3 -0.20
C 13.52100 -17.94569 -4.55585 1.0 0.7 0.3 -0.11
N 15.68329 -21.21329 -3.65642 -0.1 -0.4 -0.1 0.07
H 14.60593 -20.75075 -0.53298 -0.7 0.0 1.0 0.06
H 16.11996 -20.01925 -0.85626 0.3 0.3 -0.4 0.08
H 15.91668 -21.76197 -1.07892 -0.2 0.3 -0.1 0.09
H 13.88980 -21.10536 -2.55124 -0.8 -0.9 -0.4 0.13
H 15.40179 -18.54970 -3.07138 -0.2 -0.4 0.7 0.13
H 13.79528 -18.75756 -2.17815 0.8 -0.4 -0.8 0.15
H 14.37951 -17.23981 -4.57749 -0.1 -0.4 -0.3 0.08
H 12.92132 -17.53026 -3.76097 -0.8 0.1 0.2 0.08
H 13.02414 -17.94391 -5.50562 -0.3 -0.1 -0.4 0.09
H 16.63429 -20.85324 -3.63744 -0.1 0.3 0.4 0.08
H 15.31869 -20.87403 -4.54215 -0.1 -0.2 -0.1 0.07
C 23.65273 -22.17647 -3.19659 -0.3 -0.3 -0.1 -0.04
C 24.64877 -21.63780 -2.15552 -1.1 0.2 -1.0 -0.50
C 26.08462 -21.83929 -2.63084 -0.1 1.2 0.2 -0.11
C 26.44629 -20.83288 -3.74960 0.1 -0.9 0.1 -0.17
C 26.17201 -19.44113 -3.24828 -1.0 1.0 -1.3 -0.14
C 24.69710 -19.15438 -2.96675 -0.3 -1.0 -0.2 -0.49
N 24.34184 -20.17163 -1.95420 1.2 -0.4 0.4 -0.10
O 23.03560 -20.01389 -1.56435 -1.4 0.1 0.7 -0.06
C 24.43493 -17.78924 -2.30804 0.1 -1.4 0.1 -0.02
C 23.79282 -19.22619 -4.22320 0.2 -0.1 -0.5 -0.02
C 24.38022 -22.38479 -0.85575 -0.1 2.6 1.8 -0.03
H 23.59695 -23.26436 -3.20199 0.6 -0.2 -0.3 0.08
H 23.77431 -21.73820 -4.19652 0.1 -0.7 0.4 0.06
H 22.64114 -21.95912 -2.86575 -0.3 0.2 -0.1 0.07
H 26.68418 -21.52591 -1.77391 0.3 -0.4 0.1 0.12
H 26.25947 -22.90176 -2.84115 0.0 0.3 -0.1 0.12
H 25.91095 -21.04368 -4.68522 0.1 0.1 0.2 0.09
H 27.51507 -20.89214 -3.96866 0.0 -0.2 -0.1 0.11
H 26.41853 -18.69970 -3.99364 0.5 0.2 -0.6 0.12
H 26.79190 -19.19665 -2.41484 0.3 0.0 1.0 0.11
H 23.39048 -17.83587 -2.01365 0.1 0.4 0.4 0.07
H 25.11632 -17.76927 -1.47426 -0.1 0.4 0.7 0.08
H 24.58432 -16.92314 -2.91717 0.3 0.3 -0.7 0.08
H 22.73561 -19.08005 -3.90129 0.6 -0.4 -0.4 0.07
H 24.03839 -18.39236 -4.87598 0.0 0.4 0.0 0.08
H 23.93538 -20.10911 -4.89026 -0.3 0.7 0.7 0.06
H 23.39698 -22.04936 -0.44275 0.5 -0.6 -0.5 0.09
H 25.08535 -22.04766 -0.03668 -0.4 -0.6 -1.0 0.11
H 24.41527 -23.42975 -0.99432 0.1 -1.2 -0.1 0.06
H 22.44487 -20.37497 -2.24805 0.2 0.1 0.0 0.07
C 18.90889 -31.37105 -8.49850 -0.3 0.2 0.2 -0.03
C 17.97305 -30.11242 -8.49311 1.4 0.1 0.0 -0.48
C 18.73534 -28.90130 -9.12760 -0.2 -1.7 1.3 -0.13
C 17.82163 -27.76313 -9.39570 -0.1 2.2 0.7 -0.21
C 16.71984 -28.14912 -10.32698 -0.5 -1.1 0.5 -0.11
C 15.86781 -29.25477 -9.63871 1.3 0.8 0.4 -0.53
N 16.78605 -30.36826 -9.31757 2.0 0.1 0.1 -0.09
O 16.17397 -31.42010 -8.63152 -1.4 -0.3 0.4 -0.04
C 15.07713 -28.78729 -8.43073 -0.9 -1.8 -0.3 -0.01
C 14.97298 -29.83370 -10.62469 -2.0 -2.2 -0.2 -0.06
C 17.66394 -29.81858 -7.00495 1.2 -1.6 -0.6 -0.02
H 19.60981 -31.18947 -7.65423 -0.1 -0.4 -0.7 0.09
H 19.46958 -31.50091 -9.44081 -0.2 0.2 0.3 0.08
H 18.34000 -32.31597 -8.29691 0.5 1.0 -0.1 0.09
H 19.54599 -28.70126 -8.39968 -0.2 0.3 -0.7 0.13
H 19.09692 -29.29609 -10.05889 0.7 0.0 -0.6 0.10
H 18.36624 -26.87409 -9.77545 -0.1 -0.4 0.1 0.10
H 17.34828 -27.40713 -8.46803 0.4 0.0 -0.1 0.09
H 17.17481 -28.58014 -11.23320 -0.5 0.2 -0.1 0.13
H 16.00250 -27.34623 -10.53973 0.4 0.1 -0.2 0.12
H 15.41156 -27.93130 -7.94873 1.1 1.4 1.1 0.05
H 14.07347 -28.54517 -8.70219 -0.9 0.1 -0.5 0.07
H 14.98408 -29.65972 -7.76506 0.1 0.6 0.1 0.10
H 14.17938 -29.24546 -11.02236 -0.6 1.0 0.2 0.08
H 15.51510 -30.14294 -11.48362 0.6 -0.7 -0.7 0.08
H 14.48481 -30.71010 -10.11467 0.2 0.6 -0.9 0.11
H 18.48786 -29.42202 -6.44762 0.9 0.7 -0.2 0.08
H 17.49251 -30.73173 -6.43343 -0.9 0.0 -0.3 0.09
H 16.90653 -29.11949 -7.02555 -1.7 1.2 0.8 0.02
H 16.08619 -32.10088 -9.29096 -0.1 -0.5 -0.3 0.10
C 23.45812 -18.29218 -8.13290 1.1 0.9 1.1 -0.03
C 24.34112 -19.16861 -8.91880 -0.7 -0.7 -4.3 -0.51
C 25.48487 -18.39349 -9.65082 -0.1 0.7 -0.8 -0.11
C 26.49610 -19.28283 -10.38476 -0.3 -0.1 0.7 -0.18
C 27.11725 -20.22383 -9.38421 -0.7 -0.4 0.9 -0.14
C 26.00623 -21.06200 -8.69116 -0.1 -0.3 -0.8 -0.50
N 24.94479 -20.18909 -8.17145 1.4 -0.4 0.7 -0.11
O 24.01141 -21.01650 -7.58709 -1.2 -0.3 0.9 -0.04
C 25.56790 -22.18724 -9.68769 0.1 0.1 -0.4 -0.02
C 26.61541 -21.67983 -7.45477 2.2 -0.9 -1.2 -0.04
C 23.37771 -19.77149 -10.09421 2.8 -0.3 0.3 0.01
H 23.11427 -17.48673 -8.76749 -0.6 0.1 -0.2 0.09
H 24.16622 -17.82314 -7.43667 -0.7 0.1 0.7 0.10
H 22.66260 -18.87063 -7.65594 0.1 0.4 0.1 0.07
H 25.03988 -17.76133 -10.47178 0.2 -0.1 1.2 0.13
H 26.06596 -17.78076 -8.93224 -0.6 0.0 -0.2 0.13
H 27.24409 -18.70531 -10.93397 -0.1 0.1 0.1 0.12
H 25.94924 -19.88434 -11.09604 -0.1 -0.1 -0.5 0.09
H 27.66922 -19.73578 -8.57029 0.0 0.3 -0.4 0.12
H 27.76103 -20.95116 -9.85256 0.5 -0.1 -0.2 0.12
H 25.52709 -21.86050 -10.74038 -0.6 0.2 0.5 0.06
H 26.32156 -22.97487 -9.81851 0.1 0.1 0.8 0.09
H 24.63697 -22.67244 -9.36183 0.2 0.1 -0.3 0.08
H 26.99310 -20.85257 -6.83914 -0.1 -0.5 0.1 0.08
H 26.06491 -22.42682 -6.87735 -0.3 0.4 -0.3 0.06
H 27.47647 -22.22130 -7.96938 -0.5 0.4 1.4 0.11
H 23.85563 -20.66946 -10.50108 -0.3 0.1 -0.1 0.06
H 23.34995 -19.05982 -10.88296 0.0 0.7 -0.7 0.05
H 22.37351 -19.97808 -9.87028 -1.4 -0.3 0.9 0.04
H 23.34211 -21.20363 -8.26025 -0.1 -0.2 -0.2 0.06
C 23.57726 -26.83189 -15.05527 -1.5 0.4 -1.0 -0.04
C 22.62925 -27.19174 -13.92077 -0.8 0.2 -0.6 -0.49
C 22.73891 -28.69995 -13.66731 -0.8 -0.6 -0.3 -0.14
C 22.17399 -29.20128 -12.32743 0.7 0.8 0.4 -0.15
C 22.76790 -28.27167 -11.20938 -1.1 -1.5 -0.2 -0.13
C 22.56460 -26.80224 -11.46704 0.4 0.2 0.3 -0.54
N 23.14429 -26.48008 -12.76916 0.2 -0.4 0.7 -0.08
O 23.13875 -25.08688 -12.96015 -1.3 0.0 0.1 -0.08
C 21.08664 -26.46581 -11.37203 0.1 0.4 0.4 -0.01
C 23.37207 -26.04406 -10.42836 0.6 1.1 -0.7 -0.02
C 21.14288 -26.83460 -14.37287 1.1 -0.4 -0.6 -0.01
H 23.51559 -25.77917 -15.31056 -0.1 0.3 0.2 0.08
H 23.23855 -27.34064 -15.95906 0.3 -0.3 -0.1 0.09
H 24.59187 -27.02579 -14.83314 1.0 -0.5 0.3 0.08
H 22.21892 -29.19057 -14.52898 0.6 0.2 0.6 0.13
H 23.78151 -28.97637 -13.67052 0.5 -0.1 -0.3 0.11
H 22.52503 -30.22851 -12.09242 -0.4 0.5 -0.4 0.12
H 21.07655 -29.18428 -12.35273 0.2 -0.1 0.3 0.10
H 23.81145 -28.53312 -11.03969 0.2 0.2 -0.3 0.12
H 22.25672 -28.51993 -10.27595 0.0 0.1 0.1 0.12
H 20.99279 -25.42130 -11.66852 -0.6 0.1 0.3 0.06
H 20.56626 -27.05344 -12.09597 -0.7 -0.3 0.0 0.05
H 20.64903 -26.63117 -10.36314 0.4 0.2 -0.6 0.10
H 23.58405 -24.95259 -10.70241 -0.7 -1.5 0.6 0.11
H 22.90115 -26.20102 -9.47611 -0.1 0.4 0.7 0.07
H 24.34045 -26.52237 -10.40768 0.5 0.0 0.2 0.08
H 20.38045 -27.43656 -13.91730 -0.2 -0.4 0.4 0.06
H 21.04504 -27.03533 -15.45512 0.1 0.3 0.4 0.09
H 20.89342 -25.80413 -14.15992 0.0 0.4 -0.1 0.06
H 22.22782 -24.74001 -12.71443 1.3 -0.1 -0.7 0.07
C 16.75377 -16.00097 -6.52225 -1.6 2.1 1.1 -0.05
C 17.65396 -17.13423 -6.32110 0.9 -1.7 -1.1 -0.58
C 18.62331 -17.19444 -7.51544 -0.2 1.4 -0.1 -0.13
C 19.79308 -18.09440 -7.23819 -0.3 -0.4 -0.7 -0.21
C 20.55491 -17.54780 -6.07250 -0.2 -2.1 0.6 -0.12
C 19.63996 -17.66692 -4.81519 0.8 1.6 0.5 -0.43
N 18.41700 -16.91024 -5.10961 0.3 0.6 0.3 -0.09
O 17.53451 -17.01120 -4.00310 -0.5 -0.2 0.6 -0.05
C 19.38379 -19.16238 -4.42595 1.9 2.0 1.7 0.00
C 20.35021 -16.79463 -3.64834 -0.2 -1.5 -1.6 0.00
C 16.84137 -18.41520 -6.39558 0.1 -1.2 0.5 -0.02
H 16.01453 -15.86886 -5.67644 0.8 -0.3 -0.7 0.09
H 16.12147 -16.16219 -7.40207 0.4 0.5 -0.1 0.09
H 17.39652 -15.09430 -6.52103 -0.8 -0.2 -0.4 0.10
H 18.01511 -17.44640 -8.38040 0.0 -0.4 -0.2 0.11
H 18.93826 -16.14447 -7.73502 0.3 -0.6 0.2 0.12
H 20.45702 -18.20286 -8.08380 0.1 0.2 -0.5 0.08
H 19.48642 -19.12527 -7.02191 -0.2 0.3 -0.2 0.08
H 20.85643 -16.54772 -6.32858 0.3 0.5 0.4 0.12
H 21.41441 -18.25645 -5.98724 -0.2 1.0 0.5 0.11
H 20.38678 -19.55235 -4.08473 -1.1 0.1 -0.2 0.09
H 18.67875 -19.12236 -3.58068 0.2 -0.4 -0.3 0.08
H 19.04894 -19.74049 -5.24118 -0.6 -0.7 -0.7 0.02
H 21.23711 -17.36945 -3.40904 0.5 0.3 0.2 0.05
H 20.57322 -15.76184 -3.97075 0.0 -0.7 -0.2 0.09
H 19.78060 -16.72872 -2.75061 -0.7 -0.1 0.7 0.05
H 17.45187 -19.34217 -6.63787 -0.8 1.1 0.4 0.08
H 16.05123 -18.30443 -7.14274 0.2 -0.1 -0.1 0.09
H 16.34569 -18.49674 -5.42836 -0.1 -0.6 0.0 0.06
H 17.59978 -16.20721 -3.45955 0.3 -0.2 -0.7 0.12
C 10.09596 -25.62993 -8.60896 0.1 0.1 0.2 -0.03
C 10.37268 -24.13196 -8.23433 0.5 0.0 -1.3 -0.49
C 11.01453 -24.11241 -6.84430 0.2 -0.5 0.7 -0.14
C 12.49131 -24.50720 -6.83327 1.1 -1.4 -0.2 -0.19
C 13.28716 -23.71678 -7.83911 -0.2 0.3 -1.3 -0.15
C 12.66490 -23.83108 -9.27446 1.1 1.1 -0.6 -0.49
N 11.26750 -23.36889 -9.19127 -0.7 -0.8 0.2 -0.05
O 10.63613 -23.55126 -10.49497 1.1 -0.8 0.4 -0.04
C 13.44853 -22.79116 -10.16175 0.5 0.2 2.5 -0.02
C 12.84810 -25.20229 -9.86055 -0.4 -2.4 -0.3 -0.05
C 9.04907 -23.39725 -8.29376 0.7 1.1 0.2 -0.05
H 10.91911 -26.20712 -8.20482 -0.1 -0.4 0.1 0.05
H 10.00873 -25.92567 -9.67513 -0.1 0.8 0.6 0.09
H 9.17310 -25.91624 -8.07390 0.4 0.0 -0.3 0.09
H 10.89411 -23.18473 -6.26871 -0.1 0.1 -0.6 0.13
H 10.51197 -24.87985 -6.25038 -0.3 0.1 0.0 0.12
H 12.65164 -25.60258 -7.16679 -0.5 1.4 0.9 0.12
H 12.95068 -24.40056 -5.81618 -0.6 -0.2 -0.7 0.11
H 14.34276 -23.99668 -7.92076 -0.1 -0.4 0.1 0.10
H 13.32898 -22.65517 -7.63836 -0.3 0.4 0.5 0.11
H 14.50008 -23.11528 -10.26765 -0.5 0.1 0.2 0.05
H 13.07324 -22.61560 -11.13482 -0.7 0.0 -0.9 0.06
H 13.43051 -21.84026 -9.54974 0.1 -0.7 -1.0 0.10
H 13.84471 -25.48272 -10.17095 0.8 0.7 0.1 0.06
H 12.63617 -26.06371 -9.17149 -0.2 0.9 -0.5 0.07
H 12.28706 -25.37132 -10.79531 -0.2 0.3 0.5 0.10
H 8.50519 -23.63023 -7.40723 -1.0 -0.5 0.3 0.08
H 8.54273 -23.55642 -9.23862 -0.4 -0.5 0.2 0.08
H 9.20752 -22.31674 -8.22962 0.2 0.0 0.0 0.09
H 10.15686 -22.74830 -10.63411 -0.3 0.9 0.0 0.08
C 17.50070 -24.77510 -13.21759 -1.7 -0.5 1.2 -0.01
C 16.42037 -23.82604 -13.83987 1.2 0.2 1.0 -0.50
C 16.55939 -22.45370 -13.15588 -0.7 1.1 -0.3 -0.13
C 17.74079 -21.56422 -13.63927 -0.5 -1.8 -1.2 -0.15
C 17.48492 -21.40888 -15.14095 0.3 -0.9 -0.5 -0.13
C 17.45098 -22.78937 -15.89384 0.8 0.3 -1.5 -0.47
N 16.43723 -23.67485 -15.31112 -0.9 0.7 1.0 -0.08
O 16.42406 -24.96184 -15.90183 2.3 0.2 0.1 0.00
C 17.09596 -22.47424 -17.40511 0.0 -0.3 1.1 -0.03
C 18.85648 -23.44004 -15.92198 0.8 -0.2 -0.6 -0.03
C 15.06453 -24.34866 -13.38132 0.6 -1.5 -0.4 -0.04
H 18.42439 -24.35679 -12.91101 1.1 0.9 -0.2 0.04
H 17.69582 -25.67501 -13.76661 0.0 -0.4 -0.6 0.07
H 17.07185 -25.12179 -12.23280 0.3 0.2 -0.8 0.09
H 15.56628 -21.90527 -13.33874 1.4 -0.5 0.3 0.14
H 16.60825 -22.64290 -12.08266 0.0 0.0 0.0 0.09
H 18.71861 -22.04827 -13.51755 -0.2 -0.1 0.3 0.09
H 17.78985 -20.63586 -13.13044 -0.1 1.0 0.5 0.09
H 18.20130 -20.76979 -15.70037 -0.3 -0.3 0.5 0.13
H 16.48763 -21.02605 -15.27913 -0.4 0.6 -0.1 0.11
H 16.04408 -22.29855 -17.60990 -0.2 0.5 0.5 0.08
H 17.73237 -21.66544 -17.75722 -0.2 0.2 0.0 0.08
H 17.30895 -23.30698 -18.03305 0.5 -1.0 -0.4 0.06
H 19.60995 -22.93491 -16.60750 -1.1 -0.1 0.9 0.11
H 19.27658 -23.48346 -14.91104 0.0 -0.1 -0.2 0.04
H 18.80359 -24.47026 -16.32255 -0.2 0.4 0.4 0.09
H 14.29918 -23.76580 -13.85251 -0.7 0.6 0.3 0.08
H 15.02516 -24.47548 -12.27222 -0.3 0.5 -1.0 0.08
H 14.95238 -25.35238 -13.81305 -0.1 -0.1 0.3 0.08
H 15.52794 -25.16124 -16.06874 -1.6 0.0 -0.4 0.08
C 18.32131 -21.09589 -9.22842 -0.2 1.3 0.6 -0.05
C 18.38601 -22.57706 -8.90402 -1.6 1.1 -0.5 -0.47
C 19.23786 -23.23310 -10.01107 -1.3 -2.3 1.8 -0.11
C 20.66613 -23.24931 -9.62698 1.8 0.4 0.6 -0.18
C 20.97142 -23.88984 -8.25992 -1.3 2.4 0.6 -0.07
C 20.38342 -22.93449 -7.16100 -1.1 1.1 -1.9 -0.43
N 18.88634 -22.82626 -7.56508 1.8 -2.2 0.6 -0.09
O 18.21673 -22.04327 -6.64748 -0.6 1.2 0.5 -0.05
C 20.37240 -23.48913 -5.78978 0.8 -0.9 0.2 -0.03
C 21.01207 -21.51823 -6.98604 -0.2 -0.9 -0.1 -0.01
C 16.87614 -23.01386 -8.90476 0.3 -1.2 -0.7 -0.02
H 17.60327 -20.53112 -8.59740 0.3 -0.5 -0.3 0.09
H 19.26843 -20.59841 -9.07230 0.5 0.0 0.1 0.06
H 18.06609 -20.91179 -10.26608 -0.3 -0.2 -0.2 0.07
H 18.93643 -24.29853 -10.05595 -0.1 0.2 -0.1 0.12
H 19.00315 -22.81906 -10.96841 0.1 0.5 -0.6 0.10
H 21.28740 -23.83648 -10.27779 0.1 0.1 -1.0 0.08
H 21.03863 -22.21288 -9.61125 0.2 -0.2 -0.1 0.10
H 22.03007 -24.00751 -8.11531 0.6 -0.1 0.0 0.10
H 20.47085 -24.84115 -8.20135 -0.1 -0.6 0.2 0.11
H 19.85441 -22.80786 -5.15773 -0.3 0.4 0.8 0.07
H 21.39509 -23.64354 -5.39212 -0.5 -0.1 -0.2 0.10
H 19.81874 -24.40520 -5.84505 -0.1 -0.8 0.5 0.07
H 21.24819 -21.00232 -7.89835 0.2 0.2 -0.6 0.05
H 21.91813 -21.63809 -6.38150 -0.1 0.4 -0.1 0.08
H 20.26339 -20.89865 -6.48131 0.4 -0.3 0.2 0.06
H 16.44253 -22.94155 -9.94166 0.6 -0.1 1.0 0.07
H 16.73773 -24.04882 -8.50084 0.3 0.6 -0.6 0.08
H 16.26287 -22.39379 -8.25672 0.2 0.4 0.0 0.07
H 17.85083 -22.65492 -5.98990 -0.2 -0.3 0.0 0.06
C 16.24974 -24.82656 -4.90189 -1.1 -0.7 1.9 -0.25
C 17.05571 -25.94579 -5.47557 -0.1 -1.2 -0.3 -0.24
O 17.41726 -25.72256 -6.81936 -0.6 -0.4 -0.5 -0.08
O 17.12216 -23.78602 -4.63903 0.8 2.0 -0.2 -0.09
H 15.76670 -25.07151 -3.90428 0.4 -0.4 -1.0 0.14
H 15.40243 -24.60399 -5.56471 0.3 0.3 -0.3 0.11
H 16.40085 -26.82141 -5.50475 0.2 -0.1 0.1 0.12
H 17.98365 -26.22362 -4.94544 -0.6 0.4 0.5 0.13
H 18.00875 -24.97847 -6.87676 0.5 0.8 -0.1 0.03
H 16.66175 -23.02797 -4.22365 -0.2 -0.3 0.0 0.06
C 26.46340 -26.44045 -5.91552 -1.9 -0.1 0.6 -0.20
C 25.47040 -25.25065 -5.92023 -0.8 -2.4 1.0 -0.22
O 24.45242 -25.57524 -6.87566 0.5 0.2 0.0 -0.07
O 25.90030 -27.61362 -5.26738 -0.5 0.4 -1.2 -0.09
H 27.30905 -26.19688 -5.30004 0.6 0.2 -0.1 0.11
H 26.67246 -26.67015 -6.95932 0.5 0.0 0.0 0.12
H 25.98541 -24.35882 -6.12695 0.7 1.3 -0.6 0.07
H 24.99289 -25.17407 -4.92101 0.4 0.0 -0.3 0.12
H 23.84699 -24.83428 -6.92694 -0.2 0.1 0.0 0.06
H 25.18524 -27.93022 -5.86335 0.6 0.3 0.7 0.09
C 23.36735 -21.98967 -13.66376 -0.7 0.0 -0.2 -0.24
C 22.08059 -22.04103 -12.87912 0.0 0.7 -1.3 -0.23
O 21.31335 -23.19148 -13.10527 -1.2 -1.2 -0.2 -0.10
O 24.39564 -22.75155 -13.12097 1.2 1.6 0.3 -0.05
H 23.68134 -20.93108 -13.74279 0.1 -0.5 0.1 0.13
H 23.02568 -22.30119 -14.66451 0.6 -0.1 -0.3 0.13
H 21.55611 -21.11579 -13.12521 -0.5 0.0 0.2 0.11
H 22.23816 -22.15320 -11.85603 0.6 0.6 1.9 0.09
H 21.05740 -23.35640 -14.01774 0.2 0.4 -0.2 0.07
H 24.32641 -23.68546 -13.24083 -0.7 -1.1 -0.3 0.04
```
Positions in Å, forces in eV/Å.

Computed properties:
molar mass: 1622.54 g/mol
energy: -5142.81433 Eh